# 1
The following is a quantum chemistry calculation of an isolated molecule of C8H10IOP in a non-equilibrium geometry, from the OMol25 dataset.

lowest unoccupied orbital energy = -0.4 eV
ΔE to the lowest compared entry with this formula, charge and spin = 0.2687 eV
gap between HOMO and LUMO = 0.3292 hartree
SMILES = CC[P@@](=O)(I)c1ccccc1

The geometry in ORCA input format:
```
! wB97M-V def2-TZVPD RIJCOSX def2/J DEFGRID3
* xyz 0 1
C -0.103 2.412 0.040
H 1.892 -3.635 0.017
I -4.007 -0.484 -0.275
C 1.218 -2.895 0.019
C -0.182 -1.226 -0.849
C 0.654 -2.299 -1.090
C -1.496 1.894 -0.262
C -0.045 -1.575 1.586
H -2.162 2.738 0.021
C 0.931 -2.526 1.315
H 0.198 1.905 1.062
P -1.752 0.416 0.831
H -0.348 -1.231 2.518
H -0.466 -0.826 -1.778
H 0.738 -2.477 -2.151
C -0.565 -0.886 0.488
O -1.852 0.693 2.262
H 0.663 2.019 -0.754
H 0.097 3.558 0.201
H 1.319 -3.052 2.226
H -1.700 1.475 -1.363
*
```

# 2
The following is a quantum chemistry calculation of a 2-piece molecular cluster, C3H7NO2S overall in a non-equilibrium geometry, from the OMol25 dataset.

lowest unoccupied orbital energy (alpha / beta) = 0.0 / -1.6 eV
ΔE to the lowest compared entry with this formula, charge and spin = 6.0137 eV
gap between HOMO and LUMO (alpha / beta) = 0.3452 / 0.2170 hartree

The geometry in ORCA input format:
```
! wB97M-V def2-TZVPD RIJCOSX def2/J DEFGRID3
* xyz 0 1
H 0.516 0.795 -0.248
C -1.303 -0.012 -0.800
O -0.403 -0.170 1.402
H 0.967 -1.614 1.930
H 1.597 -0.005 1.799
N -2.495 -0.112 -0.612
H 0.462 -0.440 3.311
H -3.305 0.163 -1.184
S 0.606 0.933 -3.377
H 0.373 -0.934 -0.263
C 0.713 -0.558 2.168
O -0.885 0.986 -4.112
C -0.135 -0.125 0.027
H -1.508 1.078 -3.371
*
```

Which value of ΔE to the lowest compared entry with this formula, charge and spin does entry 1 give? 0.2687 eV

Which of these has the highest ΔE to the lowest compared entry with this formula, charge and spin? C3H7NO2S

Number 2 is which compound? C3H7NO2S

What is the ΔE to the lowest compared entry with this formula, charge and spin in the second record? 6.0137 eV